No. 1
This record from OMol25 describes one molecule with the formula C7H15NO at a distorted geometry. The level of theory is the ωB97M-V functional and the def2-TZVPD basis.

E (eV): -11038.6171
Energy above the lowest of the compared OMol25 structures with the same formula, charge and spin (eV): 2.0574
SMILES string: C[C@@H]1[C@H](C)[C@]1(C)[C@H](N)O
LUMO (eV): 0.9

Each line ends with the Mulliken charge.
CARTESIAN COORDINATES (ANGSTROEM)
1 C -1.401 -0.389 0.153  -0.50
2 C 0.532 1.181 -0.558  -0.18
3 C 0.275 1.122 -2.023  -1.80
4 C -0.167 1.083 1.899  -1.79
5 C 1.728 -1.261 -0.691  -1.77
6 C -0.087 0.364 0.557  2.07
7 N -2.184 -0.728 1.311  -0.68
8 C 1.293 -0.119 0.164  -0.45
9 O -1.163 -1.582 -0.547  -0.57
10 H -0.590 -2.116 0.023  0.38
11 H -1.997 0.262 -0.490  0.43
12 H 0.698 2.222 -0.289  0.46
13 H -3.029 -1.191 0.984  0.27
14 H -1.671 -1.396 1.877  0.26
15 H 2.060 0.065 0.914  0.38
16 H -0.373 1.952 -2.320  0.43
17 H 1.219 1.221 -2.569  0.35
18 H -0.202 0.200 -2.369  0.38
19 H -0.182 0.355 2.715  0.36
20 H 0.699 1.733 2.062  0.49
21 H -1.054 1.724 1.939  0.36
22 H 2.740 -1.080 -1.074  0.38
23 H 1.763 -2.186 -0.106  0.43
24 H 1.094 -1.439 -1.561  0.34


No. 2
This record from OMol25 describes a 3-piece molecular cluster, C7H15NO overall at a distorted geometry. The level of theory is the ωB97M-V functional and the def2-TZVPD basis.

E (eV): -11034.1622
Energy above the lowest of the compared OMol25 structures with the same formula, charge and spin (eV): 6.5123
LUMO (alpha / beta) (eV): -0.2 / -0.2

Each line ends with the Mulliken charge.
CARTESIAN COORDINATES (ANGSTROEM)
1 C 1.030 0.560 -0.082  1.18
2 C 0.915 -0.737 0.411  0.01
3 C -2.351 -1.625 0.464  -0.80
4 C 1.356 0.836 -1.521  -1.54
5 C 1.381 1.668 0.867  -1.54
6 C 1.153 -1.965 -0.410  -1.52
7 C -1.928 1.663 0.324  -0.30
8 O -1.260 -0.746 0.563  -0.25
9 N -1.320 0.840 -0.407  -0.26
10 H 1.061 -0.868 1.477  0.35
11 H -2.124 -2.455 -0.217  0.28
12 H -3.239 -1.114 0.066  0.27
13 H -2.653 -2.032 1.439  0.28
14 H 0.779 2.558 0.648  0.30
15 H 0.862 0.141 -2.199  0.37
16 H 1.038 1.839 -1.815  0.37
17 H 2.436 0.768 -1.699  0.36
18 H 2.430 1.969 0.778  0.38
19 H 1.205 1.388 1.906  0.38
20 H 2.203 -2.048 -0.706  0.34
21 H 0.920 -2.863 0.162  0.36
22 H 0.556 -1.931 -1.322  0.37
23 H -1.954 1.681 1.415  0.30
24 H -2.497 2.472 -0.143  0.29


energy above the lowest of the compared OMol25 structures with the same formula, charge and spin of number 1 (C7H15NO)? 2.0574 eV


Please write out number 2 again, unchanged.
This record from OMol25 describes a 3-piece molecular cluster, C7H15NO overall at a distorted geometry. The level of theory is the ωB97M-V functional and the def2-TZVPD basis.

E (eV): -11034.1622
Energy above the lowest of the compared OMol25 structures with the same formula, charge and spin (eV): 6.5123
LUMO (alpha / beta) (eV): -0.2 / -0.2

Each line ends with the Mulliken charge.
CARTESIAN COORDINATES (ANGSTROEM)
1 C 1.030 0.560 -0.082  1.18
2 C 0.915 -0.737 0.411  0.01
3 C -2.351 -1.625 0.464  -0.80
4 C 1.356 0.836 -1.521  -1.54
5 C 1.381 1.668 0.867  -1.54
6 C 1.153 -1.965 -0.410  -1.52
7 C -1.928 1.663 0.324  -0.30
8 O -1.260 -0.746 0.563  -0.25
9 N -1.320 0.840 -0.407  -0.26
10 H 1.061 -0.868 1.477  0.35
11 H -2.124 -2.455 -0.217  0.28
12 H -3.239 -1.114 0.066  0.27
13 H -2.653 -2.032 1.439  0.28
14 H 0.779 2.558 0.648  0.30
15 H 0.862 0.141 -2.199  0.37
16 H 1.038 1.839 -1.815  0.37
17 H 2.436 0.768 -1.699  0.36
18 H 2.430 1.969 0.778  0.38
19 H 1.205 1.388 1.906  0.38
20 H 2.203 -2.048 -0.706  0.34
21 H 0.920 -2.863 0.162  0.36
22 H 0.556 -1.931 -1.322  0.37
23 H -1.954 1.681 1.415  0.30
24 H -2.497 2.472 -0.143  0.29


What is the formula in the first record? C7H15NO


Which value of energy above the lowest of the compared OMol25 structures with the same formula, charge and spin does entry 2 give? 6.5123 eV